1.
Here is the ion C4H9OS with charge -1 from OMol25. Energies are from ωB97M-V/def2-TZVPD.

**HOMO**: -2.2987 eV
**Total charge**: -1
**Structure (SMILES)**: [O-]CCCCS

Geometry (Å):
1 O -3.31759 -1.33096 0.73368
2 C -2.48552 -0.41144 0.27120
3 C -0.99512 -0.63808 0.68998
4 C -0.01523 0.37585 0.11419
5 C 1.40450 -0.14074 -0.01826
6 S 2.55040 1.02439 -0.83400
7 H -2.44672 -0.32672 -0.86044
8 H -2.71098 0.65095 0.58035
9 H -0.76929 -1.66772 0.38340
10 H -0.97672 -0.61929 1.78398
11 H -0.00102 1.28649 0.73002
12 H -0.40301 0.78589 -0.83049
13 H 1.82167 -0.26407 0.97726
14 H 1.41896 -1.07888 -0.55936
15 H 1.84667 1.17246 -1.95547

Atomic forces in eV per Å
-0.175 -0.090 0.124
0.259 0.129 -0.200
-0.276 -0.142 0.015
-0.368 0.789 0.129
-0.277 0.451 -0.156
0.177 -0.005 0.163
0.052 -0.058 -0.009
-0.046 0.105 0.089
0.154 0.101 -0.039
0.096 -0.079 0.020
0.110 -0.208 0.167
0.156 -0.501 -0.238
0.158 -0.287 0.059
0.105 -0.227 0.042
-0.125 0.023 -0.164

---

2.
Here is a structure of composition C4H9O2S from OMol25. Energies are from ωB97M-V/def2-TZVPD.

**HOMO (spin up / spin down)**: -2.9480 / -2.9486 eV
**Total charge**: -1

Geometry (Å):
1 C -2.64486 -0.38839 -1.58388
2 C 0.74815 -0.17745 -0.75623
3 C 0.49782 0.93966 1.60751
4 C 0.09887 0.90765 0.09540
5 O -2.86164 1.15158 0.54813
6 O -1.96632 -1.18017 0.81823
7 S -2.09214 0.04232 0.00384
8 H -2.10510 -1.20735 -2.04287
9 H -2.76510 0.46052 -2.22493
10 H -0.13749 -0.70289 -1.13889
11 H 1.17740 0.36089 -1.73647
12 H 1.49740 -0.79408 -0.17766
13 H -0.45180 0.76964 2.17485
14 H 0.75842 1.96052 1.86725
15 H 1.18524 0.21437 1.78021
16 H -0.05679 1.79062 -0.54144

Atomic forces in eV per Å
0.729 0.164 1.646
0.572 1.567 -1.420
-4.232 2.733 -2.068
-1.949 -1.776 0.039
-0.215 0.222 0.199
0.220 0.648 -0.242
1.224 -0.073 -1.027
0.056 -0.220 0.181
-0.037 0.619 -0.203
0.898 -0.876 -0.197
-0.244 -1.479 2.076
-0.810 0.470 -1.007
0.839 -0.240 -0.163
0.703 0.018 0.273
2.184 -1.906 0.857
0.061 0.129 1.054

---

3.
Here is a structure of composition C51H55NO4PS3TeTi from OMol25. Energies are from ωB97M-V/def2-TZVPD.

**HOMO (spin up / spin down)**: -6.0127 / -7.8669 eV
**Total charge**: 0
**Multiplicity**: 4

Geometry (Å):
1 Ti 0.15937 -0.04580 -0.94246
2 C 2.98981 -1.04408 2.35802
3 C 2.38354 -0.67792 3.70543
4 S 1.12228 0.60326 3.55059
5 C -0.22287 -0.06272 4.55057
6 C -0.79059 -1.42047 4.13624
7 S -1.28557 -1.53174 2.39464
8 C -0.46393 -3.05129 1.87929
9 C 1.06492 -3.07449 1.92642
10 S 1.87207 -1.68343 1.09375
11 H 3.42965 -0.16256 1.88725
12 H 3.79482 -1.76722 2.50347
13 H 1.96054 -1.55480 4.19503
14 H 3.18749 -0.32006 4.35183
15 H 0.08340 -0.11890 5.59792
16 H -0.99625 0.70670 4.49203
17 H -0.06870 -2.21274 4.33694
18 H -1.65818 -1.62935 4.76525
19 H -0.84423 -3.89792 2.45695
20 H -0.80091 -3.17615 0.84960
21 H 1.41755 -3.10856 2.95752
22 H 1.39971 -3.99928 1.45151
23 O 1.95596 3.29945 -0.79744
24 C 1.10502 2.58779 -0.31126
25 O 1.26340 1.31290 -0.03089
26 C -0.28690 3.16738 -0.01350
27 P -1.33950 2.10932 1.07060
28 C -1.19575 3.03802 2.64610
29 C 0.01680 3.60692 3.03021
30 C 0.14036 4.25194 4.25249
31 C -0.94249 4.33412 5.11437
32 C -2.15511 3.76911 4.74396
33 C -2.27999 3.12723 3.52075
34 C -3.04676 2.52753 0.56781
35 C -3.40691 3.63292 -0.19939
36 C -4.72793 3.83192 -0.57351
37 C -5.71195 2.94423 -0.16154
38 C -5.36883 1.84654 0.61305
39 C -4.04255 1.63091 0.95683
40 H -0.78496 3.24923 -0.98037
41 H -0.16898 4.18138 0.36944
42 H 0.88278 3.54113 2.38320
43 H 1.09251 4.68479 4.53135
44 H -0.84424 4.83833 6.06714
45 H -3.01120 3.83383 5.40392
46 H -3.23709 2.70427 3.23917
47 H -2.65568 4.34577 -0.51562
48 H -4.98965 4.68381 -1.18823
49 H -6.74198 3.10234 -0.45459
50 H -6.12946 1.14273 0.92772
51 H -3.76871 0.74434 1.52080
52 C -6.39346 -7.65529 -4.37223
53 C -5.41155 -6.60148 -3.93999
54 C -5.50579 -5.29635 -4.40379
55 C -4.60345 -4.31039 -4.01899
56 C -4.78261 -2.91820 -4.57026
57 C -3.56265 -4.65351 -3.14351
58 Te -2.23259 -3.04389 -2.59365
59 N -0.46835 -2.05064 -1.28292
60 C 0.74463 -2.20008 -1.74027
61 O 1.40446 -1.11749 -2.07372
62 C 1.46755 -3.50108 -1.81376
63 C 2.69721 -3.56622 -2.45938
64 C 3.36154 -4.77850 -2.55932
65 C 2.80580 -5.92629 -2.00818
66 C 1.58615 -5.86005 -1.34713
67 C 0.92101 -4.64766 -1.25056
68 C -0.82869 -3.44084 -4.11358
69 C -0.32394 -4.72981 -4.25024
70 C 0.60174 -5.01656 -5.23875
71 C 1.02279 -4.00499 -6.08948
72 C 0.51868 -2.72300 -5.94607
73 C -0.41566 -2.41059 -4.95954
74 C -0.92674 -1.00639 -4.82879
75 C -3.46167 -5.95502 -2.64300
76 C -2.41611 -6.38896 -1.64806
77 C -4.38910 -6.90751 -3.05487
78 H -7.13551 -7.24679 -5.05673
79 H -6.92025 -8.07549 -3.51394
80 H -5.88439 -8.47772 -4.87733
81 H -6.30462 -5.03360 -5.08885
82 H -5.62577 -2.89169 -5.25921
83 H -3.89926 -2.57116 -5.11300
84 H -4.97151 -2.18754 -3.78256
85 H 3.11333 -2.66196 -2.88238
86 H 4.31513 -4.83021 -3.06880
87 H 3.32883 -6.87119 -2.08541
88 H 1.15688 -6.75115 -0.90553
89 H -0.02522 -4.57494 -0.73127
90 H -0.64027 -5.51178 -3.57583
91 H 0.99668 -6.01970 -5.33168
92 H 1.75201 -4.21134 -6.86244
93 H 0.86049 -1.93380 -6.60490
94 H -0.28476 -0.31396 -5.37274
95 H -0.95493 -0.68806 -3.79020
96 H -1.94027 -0.90667 -5.22967
97 H -1.93854 -5.54277 -1.15642
98 H -1.63345 -6.98307 -2.12545
99 H -2.86770 -7.01380 -0.87666
100 H -4.31132 -7.91605 -2.66019
101 C -0.60747 2.72709 -3.61589
102 C -1.50052 1.77196 -2.89644
103 O -0.92928 0.94056 -2.03200
104 C -2.89966 1.66661 -3.12419
105 C -3.68773 0.73836 -2.40824
106 C -5.04180 0.63168 -2.64971
107 C -5.66203 1.42698 -3.60998
108 C -4.90068 2.35099 -4.32006
109 C -3.54560 2.47699 -4.08396
110 H 0.42477 2.57171 -3.30472
111 H -0.86908 3.76965 -3.40659
112 H -0.66848 2.59811 -4.70119
113 H -3.21885 0.12328 -1.65232
114 H -5.63017 -0.07170 -2.07138
115 H -6.72497 1.33736 -3.79336
116 H -5.37252 2.98038 -5.06463
117 H -2.97135 3.20356 -4.64462

Atomic forces in eV per Å
0.124 0.501 0.597
0.061 0.021 0.024
0.056 -0.029 -0.006
-0.016 0.055 0.013
-0.044 -0.021 0.037
0.020 0.025 0.071
-0.028 0.019 0.001
-0.006 -0.083 0.011
-0.069 -0.025 0.054
-0.139 -0.077 -0.173
-0.034 0.011 -0.012
0.003 -0.003 -0.007
-0.027 0.020 -0.011
-0.001 -0.003 0.001
-0.009 0.009 0.002
0.008 0.014 -0.040
0.008 -0.001 -0.043
0.000 -0.009 -0.005
0.005 0.006 0.003
0.017 0.023 -0.016
0.006 0.040 -0.020
0.029 0.017 -0.003
0.004 -0.007 0.110
0.021 0.026 0.061
-0.074 0.019 -0.264
0.021 0.076 0.052
0.126 0.011 -0.241
-0.154 -0.035 0.074
0.015 0.011 0.006
0.011 -0.011 0.008
-0.004 0.008 0.006
0.000 -0.012 -0.015
0.011 -0.029 0.031
-0.020 0.010 -0.047
0.001 -0.004 0.011
-0.005 -0.003 0.007
0.002 0.026 0.000
0.002 -0.008 0.026
-0.008 -0.022 -0.017
-0.016 -0.008 -0.005
0.006 -0.005 -0.030
-0.003 0.001 -0.016
-0.001 0.003 0.002
0.002 0.000 -0.001
0.003 0.005 0.004
0.015 0.010 0.010
0.004 0.004 -0.001
0.000 0.001 0.000
0.001 0.001 -0.008
0.000 0.000 0.002
0.006 0.002 0.002
-0.009 -0.006 -0.005
0.015 0.013 0.000
0.001 0.009 -0.001
0.039 -0.053 -0.081
0.027 0.034 -0.043
0.101 -0.125 -0.070
-0.094 0.221 0.359
0.159 -0.092 -0.221
0.060 -0.444 -0.093
0.004 -0.130 0.104
0.017 0.066 -0.211
-0.026 -0.025 -0.047
-0.003 -0.007 -0.007
0.014 0.003 -0.002
-0.013 0.017 0.011
0.048 -0.013 0.061
-0.091 -0.089 -0.032
-0.067 -0.010 -0.096
-0.010 0.000 0.033
0.006 0.013 0.001
0.037 0.000 0.017
0.092 0.004 0.044
-0.063 0.084 -0.117
-0.071 0.054 0.081
0.033 0.008 0.005
-0.005 -0.006 0.007
0.001 0.001 0.000
0.005 0.002 0.003
0.001 0.000 0.000
-0.004 -0.001 0.003
0.002 0.008 -0.001
0.000 -0.060 -0.006
-0.011 0.027 0.030
-0.008 0.005 0.005
0.001 -0.003 0.001
-0.004 -0.002 -0.004
0.004 0.001 0.005
-0.011 -0.009 -0.007
-0.058 -0.037 0.013
0.011 0.004 -0.005
-0.001 -0.005 0.000
-0.004 -0.003 -0.007
-0.001 0.002 0.006
0.020 0.034 0.073
0.007 -0.024 0.028
-0.010 0.010 -0.006
0.019 0.010 -0.019
0.005 0.004 0.000
0.001 -0.002 -0.007
0.042 0.033 -0.024
-0.004 -0.151 0.009
-0.193 0.093 0.010
0.062 -0.028 -0.027
-0.001 0.002 -0.025
0.000 -0.045 0.005
-0.012 0.011 0.000
-0.004 0.011 0.005
0.002 0.023 0.007
-0.007 0.012 -0.001
-0.009 -0.002 -0.007
0.010 -0.017 -0.001
0.016 -0.001 0.010
0.001 -0.005 -0.009
0.005 -0.003 -0.002
0.001 0.000 0.000
-0.009 -0.002 0.001

---

4.
Here is the ion C14H13O with charge +1 from OMol25. Energies are from ωB97M-V/def2-TZVPD.

**HOMO (spin up / spin down)**: -10.8432 / -13.0959 eV
**Total charge**: +1
**Multiplicity**: 3

Geometry (Å):
1 C -5.20909 0.12737 -0.58602
2 C -4.96920 0.83517 0.58473
3 C -4.25476 -0.65805 -1.20094
4 C -3.73599 0.76063 1.18453
5 C -3.05269 -0.72276 -0.60016
6 C -2.71511 -0.04452 0.61830
7 C 1.74283 2.12314 0.24389
8 C 2.84021 1.31500 -0.53011
9 C -1.33839 0.02019 1.14042
10 C 1.31024 1.01824 -0.32936
11 C 0.69682 -0.22629 -0.16759
12 C 3.81740 0.27914 0.01543
13 C 1.66424 -1.41448 -0.28945
14 C 3.00293 -1.02316 0.45241
15 O -0.44596 -0.39546 0.36360
16 H -6.17691 0.17910 -1.11617
17 H -5.73266 1.53919 0.77867
18 H -4.52175 -1.39098 -1.87149
19 H -3.52398 1.37039 2.02138
20 H -2.28462 -1.32768 -1.02967
21 H 1.65728 3.11391 0.71855
22 H 3.02542 1.74981 -1.47911
23 H 4.56186 0.25287 -0.76946
24 H 4.23228 0.62067 0.93146
25 H 1.19875 -2.31362 0.02728
26 H 1.99541 -1.23362 -1.35066
27 H 3.79845 -1.72361 0.42988
28 H 2.70846 -0.75152 1.44770

Atomic forces in eV per Å
-1.295 -0.005 -0.898
0.220 -0.276 -1.703
-0.451 0.718 2.332
0.584 -0.538 -0.295
2.726 -0.169 1.409
-0.931 0.541 0.467
1.555 0.682 -0.687
-3.243 0.329 0.961
-2.918 1.839 -1.359
1.460 -0.259 0.729
3.878 0.648 -0.148
-2.498 0.423 -0.446
1.022 3.437 -2.006
0.047 1.853 -0.246
-1.001 -3.090 0.261
0.405 0.185 0.709
-0.473 0.597 1.184
-0.393 -0.969 -2.124
0.216 0.422 0.870
0.376 -0.476 -0.267
-0.291 -1.001 0.053
0.429 0.219 -0.804
0.320 -0.952 0.098
0.842 0.357 0.629
-0.064 -0.979 -0.184
-0.602 -1.489 0.400
-0.041 -1.575 0.213
0.120 -0.474 0.851